Molecular formula: C7H10O2
Method: DFT, the ωB97M-V functional and the def2-TZVPD basis

The energy above the lowest of the compared OMol25 structures with the same formula, charge and spin is 2.7678 eV. As for the highest occupied orbital energy: -8.531 eV. The value obtained for the total energy is -11513.08861 eV. Its SMILES is C/C=C\O.c1ccoc1. Its gap between HOMO and LUMO is 0.3429 hartree.

Structure (ORCA input):
```
! wB97M-V def2-TZVPD RIJCOSX def2/J DEFGRID3
* xyz 0 1
C -3.704 0.104 0.208
C -2.167 0.185 0.031
C -1.369 1.259 -0.209
O -1.762 2.532 -0.204
H -4.077 -0.042 1.256
H -4.159 -0.691 -0.468
H -4.321 1.026 -0.002
H -1.713 -0.822 0.001
H -0.227 1.253 -0.140
H -2.710 2.353 0.045
C 3.896 -0.608 -0.304
C 2.836 0.266 0.057
C 1.821 -0.612 0.386
O 2.083 -1.873 0.065
C 3.370 -1.967 -0.216
H 4.782 -0.381 -0.783
H 2.841 1.401 0.093
H 0.841 -0.498 0.802
H 3.741 -2.887 -0.615
*
```